Record 1
# C3H4F2S

2 unconnected molecules or ions with the total composition C3H4F2S in a non-equilibrium geometry (wB97M-V/def2-TZVPD, the Open Molecules 2025 dataset).

**Charge**: 0
**Spin multiplicity**: 1
**HOMO**: -8.930 eV
**Calculated total energy**: -714.4618 Eh
**Orbital gap**: 0.32001 Eh

Geometry (Å):
C (-1.4729, -0.0206, -0.6800)
C (2.4815, 0.5836, 1.4600)
C (2.0074, 0.7224, 0.1988)
F (1.3357, -0.2271, -0.4406)
F (2.2698, 1.8146, -0.5629)
S (-2.0259, 1.4253, -0.0339)
H (-2.3454, -0.6768, -0.5801)
H (2.6907, 1.4862, 1.8996)
H (2.3513, -0.2265, 2.0655)
H (-0.7751, 1.9006, 0.1532)

Atoms 1-3, force components in eV/Å:
C -0.469 0.253 0.730
C -1.534 1.332 -3.902
C 1.000 -0.710 1.395


Record 2
# C3H4F3N

C3H4F3N in the gas phase in a non-equilibrium geometry (wB97M-V/def2-TZVPD, the Open Molecules 2025 dataset).

**Charge**: 0
**Spin multiplicity**: 1
**HOMO**: -10.363 eV
**Calculated total energy**: -470.8568 Eh
**Orbital gap**: 0.41695 Eh

Geometry (Å):
C (-1.1421, 0.5911, 1.2203)
C (-1.0101, -0.0193, 0.0997)
C (0.3506, -0.6191, -0.8914)
N (1.5975, 0.1406, -0.7701)
F (-2.0895, -0.3153, -0.6329)
F (1.3858, 1.3312, -0.1075)
F (2.5190, -0.5643, 0.0115)
H (-2.0722, 0.7043, 1.6720)
H (-0.2600, 0.7936, 1.9057)
H (0.0366, -0.4079, -1.8411)
H (0.6845, -1.6350, -0.6662)

Atoms 1-3, force components in eV/Å:
C 3.073 0.427 2.852
C 2.855 -2.310 -3.704
C -0.931 1.589 5.220


Record 3
# C3H4F3NOS

C3H4F3NOS in the gas phase in a non-equilibrium geometry (wB97M-V/def2-TZVPD, the Open Molecules 2025 dataset).

**Charge**: 0
**Spin multiplicity**: 1
**HOMO**: -9.941 eV
**Calculated total energy**: -944.4538 Eh
**Orbital gap**: 0.37658 Eh

Geometry (Å):
C (1.1982, -1.3032, -0.1980)
C (1.3071, 0.9272, 0.6130)
C (-2.1289, 0.2522, -0.4779)
N (0.5504, -0.3494, 0.4659)
O (2.3050, -1.2941, -0.6533)
F (0.3853, -2.3907, -0.4032)
F (-1.9859, 1.5746, -0.5373)
F (-3.4041, -0.0338, -0.2110)
S (-0.9666, -0.5329, 1.1383)
H (2.3734, 0.7035, 0.4055)
H (0.8058, 1.4652, -0.2615)
H (1.1877, 1.3525, 1.5256)
H (-1.6274, -0.3712, -1.4062)

Atoms 1-3, force components in eV/Å:
C 0.327 -1.879 -1.364
C -0.405 -1.447 -4.805
C 2.678 -2.617 0.490


Record 4
# C3H4F9KO11S3

A molecular structure, C3H4F9KO11S3 in a non-equilibrium geometry (wB97M-V/def2-TZVPD, the Open Molecules 2025 dataset).

**Charge**: -2
**Spin multiplicity**: 1
**HOMO**: -3.497 eV
**Calculated total energy**: -3637.8899 Eh
**Orbital gap**: 0.24976 Eh

Geometry (Å):
K (-0.0697, -1.5381, 0.2362)
C (0.1563, 1.3481, 4.1000)
F (1.0843, 1.3567, 5.0711)
F (-0.9817, 1.8380, 4.6338)
F (0.5586, 2.1776, 3.1403)
S (-0.1823, -0.3280, 3.4324)
O (0.9896, -0.6449, 2.6428)
O (-0.4495, -1.1139, 4.6181)
O (-1.3753, -0.1585, 2.6263)
C (-3.2614, 1.9726, -0.9697)
F (-3.8077, 0.7794, -1.2502)
F (-3.9471, 2.9092, -1.6662)
F (-3.4980, 2.2215, 0.3306)
S (-1.4571, 2.0525, -1.3781)
O (-0.8812, 1.0910, -0.4635)
O (-1.4830, 1.6399, -2.7701)
O (-1.1133, 3.4332, -1.1715)
C (4.4901, -0.1354, -1.7989)
F (5.0779, 0.1515, -0.6225)
F (5.1701, 0.5054, -2.7768)
F (4.6689, -1.4623, -2.0243)
S (2.6912, 0.3421, -1.7965)
O (2.2259, -0.2454, -3.0357)
O (2.2340, -0.3021, -0.5799)
O (2.7441, 1.7679, -1.7927)
O (-2.6068, -2.9116, -0.0687)
H (-2.6729, -2.9006, -1.0274)
H (-3.5035, -3.0477, 0.2485)
O (-0.1137, -3.3019, -1.7604)
H (-0.0309, -4.2416, -1.5732)
H (-0.6557, -3.2546, -2.5537)

Atoms 1-3, force components in eV/Å:
K 0.134 1.114 0.229
C -0.349 0.084 -0.274
F 0.096 -0.070 0.041


Record 5
# C3H4FN3

C3H4FN3 in the gas phase in a non-equilibrium geometry (wB97M-V/def2-TZVPD, the Open Molecules 2025 dataset).

**Charge**: 0
**Spin multiplicity**: 1
**HOMO**: -9.843 eV
**Calculated total energy**: -380.7710 Eh
**Orbital gap**: 0.38923 Eh

Geometry (Å):
C (0.6286, 0.5453, -1.5491)
C (-0.0696, 0.0904, -0.2753)
C (0.2326, -0.5643, 0.8179)
H (1.1481, 1.5127, -1.4265)
H (1.3607, -0.2690, -1.7084)
H (-0.2317, 0.5645, -2.3622)
H (-0.7005, -0.8441, 2.6544)
N (-1.2310, 0.6981, 0.1480)
N (-1.6838, 0.2055, 1.2220)
N (-0.8143, -0.6562, 1.6366)
F (1.3608, -1.2828, 0.8426)

Atoms 1-3, force components in eV/Å:
C -1.593 -1.355 -0.051
C -1.313 3.931 -0.363
C 3.353 -3.169 -1.294


Record 6
# C3H4FN3O

C3H4FN3O in the gas phase in a non-equilibrium geometry (wB97M-V/def2-TZVPD, the Open Molecules 2025 dataset).

**Charge**: 0
**Spin multiplicity**: 1
**HOMO**: -9.734 eV
**Calculated total energy**: -455.9156 Eh
**Orbital gap**: 0.34265 Eh

Geometry (Å):
C (0.7074, -1.9496, -0.4849)
C (0.2217, -0.5207, -0.2528)
C (-0.8700, 0.1350, 0.4327)
H (0.0154, -2.4856, 0.2797)
H (0.5810, -2.2478, -1.5764)
H (1.8234, -1.9034, -0.3125)
H (-0.1919, 3.1441, 1.3116)
N (1.0569, 0.4846, -0.6956)
N (0.5583, 1.6009, -0.4833)
N (-0.6772, 1.4130, 0.0560)
O (-1.0596, 2.5414, 0.9880)
F (-2.1655, -0.2119, 0.7375)

Atoms 1-3, force components in eV/Å:
C -1.350 0.803 0.611
C -0.813 0.223 0.848
C 0.098 -2.093 -2.573


Record 7
# C3H4FN3O2

C3H4FN3O2 in the gas phase in a non-equilibrium geometry (wB97M-V/def2-TZVPD, the Open Molecules 2025 dataset).

**Charge**: 0
**Spin multiplicity**: 1
**HOMO**: -10.443 eV
**Calculated total energy**: -531.1011 Eh
**Orbital gap**: 0.39072 Eh

Geometry (Å):
C (-0.7868, 1.5982, -0.0783)
C (1.8822, -0.4562, 0.3506)
C (-0.4531, 0.2313, -0.4935)
N (-1.0304, 2.6822, 0.1493)
N (0.4227, -0.4227, 0.4106)
N (-1.8563, -0.6149, -0.5123)
O (-1.7783, -1.7791, -0.3439)
O (-2.8555, -0.0076, -0.7559)
F (0.1301, -0.1329, 1.6994)
H (2.0551, -0.8888, 1.3141)
H (2.2173, -1.1448, -0.4016)
H (2.4173, 0.5533, 0.2529)
H (-0.3643, 0.3820, -1.5913)

Atoms 1-3, force components in eV/Å:
C -0.137 -1.305 -0.196
C -0.069 1.505 -0.194
C -1.652 0.797 0.879


Record 8
# C3H4FN3S

C3H4FN3S in the gas phase in a non-equilibrium geometry (wB97M-V/def2-TZVPD, the Open Molecules 2025 dataset).

**Charge**: 0
**Spin multiplicity**: 1
**HOMO**: -7.825 eV
**Calculated total energy**: -778.9738 Eh
**Orbital gap**: 0.30103 Eh

Geometry (Å):
C (1.2844, -0.6871, 0.0049)
C (0.6297, -1.2438, 1.0787)
C (-0.8466, 0.3097, 0.1008)
H (0.5084, 2.5357, -1.5240)
H (0.9582, -1.9894, 1.7589)
H (-1.3062, -0.8919, 1.7025)
H (-2.0427, 1.3490, -0.9239)
N (0.3308, 0.2140, -0.6255)
N (-0.5888, -0.5768, 1.1163)
N (-2.0473, 0.7543, -0.1383)
F (2.5119, -0.8730, -0.4976)
S (0.6081, 1.0994, -2.0527)

Atoms 1-3, force components in eV/Å:
C -1.628 -0.218 0.973
C 1.464 1.864 -2.745
C -1.447 -2.013 -0.178


Record 9
# C3H4FNO

A molecular structure, C3H4FNO in a non-equilibrium geometry (wB97M-V/def2-TZVPD, the Open Molecules 2025 dataset).

**Charge**: 0
**Spin multiplicity**: 1
**HOMO**: -9.607 eV
**Calculated total energy**: -346.4929 Eh
**Orbital gap**: 0.39056 Eh

Geometry (Å):
C (0.6469, 0.3116, -0.9170)
C (1.0317, 1.2387, -0.0376)
C (-0.3411, -0.0999, 0.1236)
N (-0.4708, -1.3458, 0.6347)
O (0.1216, 0.9172, 0.9684)
F (-1.8548, 0.3947, -0.3720)
H (0.8968, -0.0230, -1.8965)
H (1.7422, 2.0314, 0.0777)
H (-1.0432, -1.3812, 1.4686)
H (-0.7292, -2.0437, -0.0499)

Atoms 1-3, force components in eV/Å:
C 0.180 0.321 0.178
C -0.367 -0.748 -0.705
C -2.572 0.876 -1.604


Record 10
# C3H4FNO2

C3H4FNO2 in the gas phase in a non-equilibrium geometry (wB97M-V/def2-TZVPD, the Open Molecules 2025 dataset).

**Charge**: 0
**Spin multiplicity**: 1
**HOMO**: -9.447 eV
**Calculated total energy**: -421.7359 Eh
**Orbital gap**: 0.37600 Eh

Geometry (Å):
C (1.6319, 0.6029, 0.0172)
C (0.2048, 0.1422, -0.0092)
C (-1.9538, 0.3900, 0.1142)
H (1.8120, 1.2372, -0.8418)
H (1.8175, 1.2386, 0.9351)
H (-2.7020, 0.7018, -0.6190)
H (-2.2625, 0.5699, 1.1650)
N (-0.2044, -1.0543, 0.0434)
O (-1.6154, -0.9745, -0.0946)
O (-0.7316, 1.1056, -0.1204)
F (2.4716, -0.4696, 0.0048)

Atoms 1-3, force components in eV/Å:
C -0.322 0.594 1.078
C 0.350 -0.065 0.135
C 0.078 -0.100 0.141


Record 11
# C3H4FNO2

C3H4FNO2 in the gas phase in a non-equilibrium geometry (wB97M-V/def2-TZVPD, the Open Molecules 2025 dataset).

**Charge**: 0
**Spin multiplicity**: 1
**HOMO**: -11.813 eV
**Calculated total energy**: -421.7737 Eh
**Orbital gap**: 0.45206 Eh

Geometry (Å):
C (-1.7851, -0.0064, 0.2716)
C (-0.3281, 0.5836, 0.4301)
C (0.7681, -0.3514, -0.1421)
N (-2.8420, -0.4176, 0.0621)
O (-0.2635, 1.7864, -0.2468)
O (0.9088, -1.5466, 0.5079)
F (0.6319, -0.6227, -1.4636)
H (-0.1034, 0.8497, 1.4335)
H (1.6194, 0.3140, -0.1152)
H (-0.2395, 1.5184, -1.1343)
H (1.6333, -2.1073, 0.3969)

Atoms 1-3, force components in eV/Å:
C 1.418 0.203 0.267
C -2.098 -1.589 -0.909
C 1.207 -0.352 0.816


Record 12
# C3H4FNO2

C3H4FNO2 in the gas phase in a non-equilibrium geometry (wB97M-V/def2-TZVPD, the Open Molecules 2025 dataset).

**Charge**: 0
**Spin multiplicity**: 1
**HOMO**: -8.942 eV
**Calculated total energy**: -421.7226 Eh
**Orbital gap**: 0.35295 Eh

Geometry (Å):
C (1.2482, 0.6258, 0.3902)
C (-0.8980, -0.4183, -0.2212)
C (-1.2873, 0.4790, -1.0952)
H (1.6193, -1.3350, 1.3852)
H (0.8789, 1.5933, -0.0853)
H (-1.5856, -1.2212, 0.1037)
H (-0.7353, 1.3171, -1.4590)
N (0.2988, -0.3490, 0.4792)
O (0.6239, -1.4936, 1.2000)
O (2.3716, 0.3995, 0.9034)
F (-2.5344, 0.4023, -1.6011)

Atoms 1-3, force components in eV/Å:
C 1.235 -0.743 1.259
C -0.734 -0.770 0.897
C -0.600 -0.039 -0.387


Record 13
# C3H4FNS

2 unconnected molecules or ions with the total composition C3H4FNS in a non-equilibrium geometry (wB97M-V/def2-TZVPD, the Open Molecules 2025 dataset).

**Charge**: 0
**Spin multiplicity**: 1
**HOMO (spin up / spin down)**: -8.137 / -8.138 eV
**Calculated total energy**: -669.3359 Eh
**Orbital gap (spin up / spin down)**: 0.29588 / 0.29591 Eh

Geometry (Å):
C (-3.1018, -0.0824, -1.3129)
C (-3.2961, 0.2942, -0.1967)
C (2.4474, 0.6656, 0.4938)
N (2.0583, -0.5851, 0.5459)
F (-3.7417, 0.5247, 0.9886)
S (0.6495, -1.2912, 0.0990)
H (-2.8835, -0.4962, -2.2318)
H (3.4545, 0.9847, 0.5345)
H (1.7639, 1.3564, 0.2887)
H (2.6496, -1.3708, 0.7908)

Atoms 1-3, force components in eV/Å:
C -0.124 0.537 1.442
C -0.729 -0.527 0.041
C 1.514 -3.827 0.670


Record 14
# C3H4FO2

2 unconnected molecules or ions with the total composition C3H4FO2 in a non-equilibrium geometry (wB97M-V/def2-TZVPD, the Open Molecules 2025 dataset).

**Charge**: +1
**Spin multiplicity**: 1
**HOMO**: -14.364 eV
**Calculated total energy**: -366.6564 Eh
**Orbital gap**: 0.28251 Eh

Geometry (Å):
C (2.3543, -0.2665, -0.4339)
C (-2.5517, 0.5486, 0.2015)
C (-1.2252, 0.0524, 0.3944)
O (-3.5118, 1.0201, -0.1016)
O (1.6736, 0.6228, -0.0350)
F (-1.0033, -1.1702, -0.0583)
H (1.9512, -1.2212, -0.7926)
H (3.4515, -0.3040, -0.5670)
H (-0.3132, 0.5322, -0.0430)
H (-0.8254, 0.1857, 1.4356)

Atoms 1-3, force components in eV/Å:
C 1.111 -1.935 -1.165
C 0.043 0.728 -1.057
C 3.339 0.284 1.653


Record 15
# C3H4FO2S

2 unconnected molecules or ions with the total composition C3H4FO2S in a non-equilibrium geometry (wB97M-V/def2-TZVPD, the Open Molecules 2025 dataset).

**Charge**: -1
**Spin multiplicity**: 1
**HOMO**: -4.199 eV
**Calculated total energy**: -765.2370 Eh
**Orbital gap**: 0.28822 Eh

Geometry (Å):
C (1.2116, -0.9053, 0.5357)
C (-1.3891, -0.2498, -0.0102)
C (0.0680, -0.1383, -0.3669)
O (2.2512, -0.3923, 0.7636)
O (0.6133, -1.9681, 0.7276)
F (0.3331, -0.3258, -1.6593)
S (0.3102, 2.4855, -0.1058)
H (-1.9109, 0.6116, -0.2998)
H (-1.3521, -0.8388, 0.8709)
H (-1.6959, -1.0500, -0.7473)
H (1.5606, 2.7714, 0.2915)

Atoms 1-3, force components in eV/Å:
C -3.313 0.855 -1.432
C 1.840 -2.652 -2.882
C 1.381 1.247 0.718


Record 16
# C3H4FO3Pt

A molecular structure, C3H4FO3Pt in a non-equilibrium geometry (wB97M-V/def2-TZVPD, the Open Molecules 2025 dataset).

**Charge**: +1
**Spin multiplicity**: 3
**HOMO (spin up / spin down)**: -14.756 / -14.757 eV
**Calculated total energy**: -560.9949 Eh
**Orbital gap (spin up / spin down)**: 0.28138 / 0.20905 Eh

Geometry (Å):
F (-2.3757, 1.0302, 1.1903)
O (1.2624, 0.3524, 0.2902)
C (1.2573, -0.7017, -0.4769)
C (-0.5948, 0.6034, 0.6297)
O (2.2938, -1.3946, -0.4889)
O (0.1032, -1.1173, -0.8850)
C (-0.9780, -0.1770, -0.6291)
Pt (3.0340, 0.0553, 0.3782)
H (-0.4615, 1.6731, 0.4407)
H (-0.5862, -0.0175, 1.5311)
H (-1.0784, 0.4748, -1.5007)
H (-1.8760, -0.7811, -0.4796)

Atoms 1-3, force components in eV/Å:
F 2.836 -0.929 -1.328
O -3.525 1.438 -1.113
C -6.474 -3.556 -0.860


Record 17
# C3H4FO3S

2 unconnected molecules or ions with the total composition C3H4FO3S in a non-equilibrium geometry (wB97M-V/def2-TZVPD, the Open Molecules 2025 dataset).

**Charge**: -1
**Spin multiplicity**: 1
**HOMO (spin up / spin down)**: -5.013 / -4.916 eV
**Calculated total energy**: -840.3857 Eh
**Orbital gap (spin up / spin down)**: 0.31562 / 0.30987 Eh

Geometry (Å):
C (-0.1106, 1.8092, 1.1075)
C (0.9690, 1.1013, 1.0363)
C (0.7073, -0.8589, -0.4859)
O (-1.2016, -2.5883, -0.3749)
O (-1.9354, -0.2356, -0.4028)
O (-0.7443, -1.1641, -2.3737)
F (2.2635, 1.2531, 1.4239)
S (-0.9904, -1.2728, -0.9500)
H (-0.2779, 2.5332, 1.9225)
H (-1.0069, 1.4554, 0.4559)
H (1.1847, -1.6139, 0.1091)
H (1.1429, -0.4186, -1.4681)

Atoms 1-3, force components in eV/Å:
C -2.209 0.299 0.386
C 1.139 -3.545 -3.342
C 0.369 3.478 -0.130


Record 18
# C3H4FO3Sn

A molecular structure, C3H4FO3Sn in a non-equilibrium geometry (wB97M-V/def2-TZVPD, the Open Molecules 2025 dataset).

**Charge**: +1
**Spin multiplicity**: 1
**HOMO**: -15.672 eV
**Calculated total energy**: -656.2734 Eh
**Orbital gap**: 0.34222 Eh

Geometry (Å):
F (-3.6014, 0.9081, 0.0156)
O (0.1116, 0.4210, -1.0785)
C (-0.0301, -0.7515, -1.5905)
C (-2.0722, 0.5795, -0.4916)
O (0.9241, -1.5592, -1.4691)
O (-1.2226, -1.1664, -1.9087)
C (-2.2890, -0.2003, -1.7845)
Sn (1.9866, -0.0351, -0.9156)
H (-1.8064, 1.6268, -0.6763)
H (-1.8475, -0.0742, 0.3593)
H (-2.2701, 0.4616, -2.6558)
H (-3.2150, -0.7818, -1.7531)

Atoms 1-3, force components in eV/Å:
F 3.019 -0.901 -1.402
O -1.258 1.156 -1.239
C -5.374 -1.540 0.911


Record 19
# C3H4FP

2 unconnected molecules or ions with the total composition C3H4FP in a non-equilibrium geometry (wB97M-V/def2-TZVPD, the Open Molecules 2025 dataset).

**Charge**: 0
**Spin multiplicity**: 1
**HOMO (spin up / spin down)**: -8.383 / -8.383 eV
**Calculated total energy**: -557.7681 Eh
**Orbital gap (spin up / spin down)**: 0.26508 / 0.26572 Eh

Geometry (Å):
C (-0.9567, -0.8613, -1.8136)
C (-0.3566, -0.0491, -1.1525)
C (0.2741, 0.7109, -0.1428)
F (0.3954, -1.2484, 2.3371)
P (0.3219, 0.3056, 2.7792)
H (-1.3246, -1.5484, -2.5347)
H (1.0437, 1.4741, -0.4937)
H (1.0715, 0.1498, 0.4494)
H (-0.4688, 1.0669, 0.5714)

Atoms 1-3, force components in eV/Å:
C 0.735 0.715 -0.033
C -0.862 -1.809 -0.963
C 3.234 1.023 1.092


Record 20
# C3H4FeO3

A molecular structure, C3H4FeO3 in a non-equilibrium geometry (wB97M-V/def2-TZVPD, the Open Molecules 2025 dataset).

**Charge**: +3
**Spin multiplicity**: 6
**HOMO (spin up / spin down)**: -24.762 / -24.140 eV
**Calculated total energy**: -1604.3976 Eh
**Orbital gap (spin up / spin down)**: 0.29476 / 0.18995 Eh

Geometry (Å):
O (1.5020, 1.1618, -1.7812)
C (0.4955, 0.9031, -2.3502)
C (-0.7035, 1.7199, -2.5803)
H (-0.5482, 0.3307, -1.7990)
H (-1.6520, 1.1803, -2.7004)
H (-0.6820, 2.1642, -3.5868)
Fe (1.6013, 3.3697, -0.8643)
O (-0.2225, 3.2091, -1.6862)
C (-0.7023, 4.4248, -1.7298)
O (0.3813, 5.1603, -1.4288)
H (0.3210, 6.0826, -1.7133)

Atoms 1-3, force components in eV/Å:
O 0.980 0.870 -0.064
C -3.997 -0.018 3.744
C 1.414 1.872 -3.253